Computed, not measured: a single C5H11NO molecule in a non-equilibrium geometry, with the ωB97M-V functional and the def2-TZVPD basis.

Last column: Löwdin charge in e.
Element x y z (Å)
C (0.548, -2.381, -1.579)  -0.1121
N (-0.247, -1.390, -0.842)  -0.1078
C (0.412, -0.329, -0.114)  -0.4132
C (0.425, -0.533, 1.396)  -0.0551
C (-0.201, 1.047, -0.558)  -0.1069
C (-0.115, 2.063, 0.548)  -0.2996
O (-0.988, 2.246, 1.354)  0.0512
H (1.607, -2.168, -1.443)  0.0743
H (0.248, -2.409, -2.635)  0.0664
H (0.285, -3.399, -1.248)  0.0734
H (-1.055, -1.810, -0.413)  0.1076
H (1.432, -0.338, -0.486)  0.1238
H (1.154, 0.150, 1.829)  0.0764
H (-0.558, -0.403, 1.843)  0.0861
H (0.917, -1.487, 1.607)  0.0823
H (0.342, 1.410, -1.442)  0.1149
H (-1.239, 0.838, -0.814)  0.1142
H (0.863, 2.576, 0.634)  0.1240

Its HOMO energy is -8.49 eV. The lowest unoccupied orbital energy is 0.990 eV. As for the net charge: 0. The SMILES is CN[C@H](C)CC=O. As for the energy relative to the best compared isomer or geometry (same formula, charge and spin): 171.5 kJ/mol. As for the spin multiplicity: 1. The molecular weight comes out at 101.15 g/mol. As for the orbital gap: 9.48 eV.


Computed, not measured: C16H27N7OW as an isolated structure in a non-equilibrium geometry, with the ωB97M-V functional and the def2-TZVPD basis.

Last column: Löwdin charge in e.
Element x y z (Å)
W (-0.109, -0.128, -0.578)  1.8393
C (2.107, -2.612, 2.313)  0.0515
C (1.434, -1.524, 1.580)  -0.1885
N (0.870, -1.656, 0.408)  -0.0779
C (0.781, -2.985, -0.236)  -0.1274
C (-0.459, -3.017, -1.126)  -0.1302
N (-0.516, -1.773, -1.966)  -0.1649
C (0.509, -1.764, -3.064)  -0.1301
C (0.708, -0.328, -3.495)  -0.1386
N (1.178, 0.489, -2.316)  -0.1369
C (0.918, 1.949, -2.569)  -0.1171
C (-0.463, 2.284, -1.996)  -0.1198
N (-0.362, 1.870, -0.591)  -0.1127
C (-0.183, 2.673, 0.420)  -0.1747
C (-0.427, 4.122, 0.444)  0.0584
C (0.400, 1.938, 1.553)  -0.1472
C (0.799, 2.466, 2.770)  0.0972
C (1.476, 1.647, 3.669)  0.0803
C (1.734, 0.323, 3.329)  0.0975
C (1.295, -0.156, 2.102)  -0.1531
N (0.641, 0.641, 1.228)  -0.0044
H (2.725, -3.223, 1.652)  0.1269
H (1.374, -3.292, 2.768)  0.1420
H (2.731, -2.232, 3.118)  0.1071
H (0.695, -3.775, 0.509)  0.1456
H (1.695, -3.181, -0.801)  0.1457
H (-1.361, -3.046, -0.516)  0.1315
H (-0.445, -3.915, -1.744)  0.1605
H (-1.427, -1.786, -2.426)  0.1592
H (0.195, -2.381, -3.908)  0.1628
H (1.445, -2.180, -2.692)  0.1323
H (-0.234, 0.090, -3.858)  0.1376
H (1.425, -0.266, -4.315)  0.1621
H (2.188, 0.363, -2.269)  0.1560
H (0.983, 2.188, -3.631)  0.1557
H (1.673, 2.537, -2.047)  0.1477
H (-1.264, 1.727, -2.499)  0.1366
H (-0.680, 3.343, -2.126)  0.1481
H (-1.074, 4.464, -0.361)  0.1105
H (0.523, 4.672, 0.377)  0.1487
H (-0.870, 4.422, 1.396)  0.1268
H (0.610, 3.504, 3.014)  0.1536
H (1.817, 2.041, 4.619)  0.1595
H (2.272, -0.316, 4.017)  0.1487
N (-4.247, -0.091, 0.551)  0.2608
C (-3.055, -0.483, 0.947)  -0.5332
N (-2.864, -0.924, 2.184)  0.2438
O (-2.070, -0.456, 0.099)  -0.1746
H (-5.061, -0.150, 1.150)  0.1633
H (-4.412, 0.217, -0.395)  0.1511
H (-3.630, -1.008, 2.839)  0.1582
H (-1.988, -1.320, 2.469)  0.1245

Its HOMO energy (alpha / beta) is -21.63 / -22.87 eV. The lowest unoccupied orbital energy (alpha / beta) is -14.474 / -14.858 eV. As for the expectation value of S²: 2.02. As for the net charge: +4. As for the spin multiplicity: 3. The molecular weight comes out at 517.28 g/mol. As for the orbital gap (alpha / beta): 7.15 / 8.01 eV.


Computed, not measured: a 2-piece molecular cluster, C6H14N2O2 overall in a non-equilibrium geometry, with the ωB97M-V functional and the def2-TZVPD basis.

Last column: Löwdin charge in e.
Element x y z (Å)
C (2.986, 0.583, -1.629)  -0.1152
N (1.629, 1.031, -1.624)  0.0141
C (0.626, 0.020, -1.540)  -0.5295
C (-0.757, 0.238, -1.996)  -0.0044
O (0.934, -1.032, -1.044)  0.0487
H (3.742, 1.277, -1.243)  0.0822
H (3.112, -0.270, -1.023)  0.0584
H (3.424, 0.301, -2.623)  0.0974
H (1.395, 1.864, -2.082)  0.1033
H (-1.123, 1.148, -1.656)  0.0617
H (-0.841, 0.178, -3.195)  0.1531
H (-1.369, -0.554, -1.543)  0.0366
C (-0.463, 1.021, 3.025)  -0.1042
N (-0.594, -0.150, 2.132)  -0.0356
C (-1.876, -0.716, 1.626)  -0.4745
C (-1.816, -1.746, 0.479)  -0.0013
O (-2.820, -0.419, 2.270)  0.0669
H (0.186, 0.765, 3.789)  0.0290
H (0.190, 1.845, 2.638)  0.0869
H (-1.490, 1.143, 3.482)  0.1021
H (0.196, -0.302, 1.393)  0.1369
H (-1.190, -2.666, 0.608)  0.1051
H (-2.683, -2.258, 0.263)  0.0432
H (-1.397, -1.302, -0.507)  0.0390

Its HOMO energy is -8.98 eV. The lowest unoccupied orbital energy is 0.677 eV. As for the net charge: 0. The SMILES is CNC(C)=O.CNC(C)=O. As for the energy relative to the best compared isomer or geometry (same formula, charge and spin): 281.9 kJ/mol. As for the spin multiplicity: 1. The molecular weight comes out at 146.19 g/mol. As for the orbital gap: 9.65 eV.


Computed, not measured: a single C6H9NO molecule in a non-equilibrium geometry, with the ωB97M-V functional and the def2-TZVPD basis.

Last column: Löwdin charge in e.
Element x y z (Å)
N (0.369, 1.377, -2.159)  -0.0105
C (-0.263, 1.444, -0.851)  -0.3200
C (0.419, 0.665, 0.307)  -0.1776
C (1.256, -0.573, 0.888)  -0.0042
C (-0.047, -1.383, 1.332)  -0.3158
O (-0.522, -2.031, 0.176)  -0.0254
C (-1.205, -0.837, 0.824)  -0.2046
C (-0.928, 0.108, -0.355)  -0.1044
H (1.054, 0.578, -2.114)  0.0842
H (-0.492, 1.155, -2.963)  0.1746
H (-0.514, 2.415, -0.420)  0.1111
H (0.175, 1.622, 1.092)  0.1758
H (1.918, -0.357, 1.596)  0.0398
H (1.768, -0.955, -0.062)  0.1369
H (-0.283, -2.009, 2.250)  0.1653
H (-2.001, -0.661, 1.631)  0.1685
H (-0.704, -0.558, -1.172)  0.1062

Its HOMO energy is -8.29 eV. The lowest unoccupied orbital energy is 0.919 eV. As for the net charge: 0. The SMILES is N[C@@H]1[C@@H]2C[C@@H]3O[C@@H]3[C@@H]12. As for the energy relative to the best compared isomer or geometry (same formula, charge and spin): 797.8 kJ/mol. As for the spin multiplicity: 1. The molecular weight comes out at 111.14 g/mol. As for the orbital gap: 9.21 eV.


Computed, not measured: a 2-piece molecular cluster, C4H12N3S overall in a non-equilibrium geometry, with the ωB97M-V functional and the def2-TZVPD basis.

Last column: Löwdin charge in e.
Element x y z (Å)
C (3.582, -0.093, 0.147)  -0.1657
C (1.334, 0.651, -0.235)  -0.5304
C (3.380, -1.397, -0.058)  0.0626
C (-2.892, -0.271, -1.045)  -0.0238
N (2.668, 0.904, -0.214)  -0.0156
N (-2.318, -0.413, 1.227)  0.0720
N (-2.425, 0.507, 0.126)  -0.1542
S (0.155, 1.876, -0.390)  0.7039
H (4.388, 0.288, 0.651)  0.0931
H (1.005, -0.283, 0.016)  0.0366
H (-3.135, -0.595, 1.705)  0.0693
H (3.996, -2.083, 0.471)  0.0639
H (2.549, -1.803, -0.534)  0.0426
H (-3.461, -1.109, -0.796)  0.0780
H (-3.581, 0.424, -1.617)  0.1262
H (-2.060, -0.543, -1.597)  0.0684
H (3.040, 1.774, 0.171)  0.1563
H (-1.554, -0.099, 1.914)  0.1439
H (-3.210, 1.361, 0.146)  0.2505
H (-1.459, 0.904, -0.086)  -0.0778

Its HOMO energy is -12.40 eV. The lowest unoccupied orbital energy is -3.915 eV. As for the net charge: +1. As for the energy relative to the best compared isomer or geometry (same formula, charge and spin): 311.0 kJ/mol. As for the spin multiplicity: 1. The molecular weight comes out at 134.23 g/mol. As for the orbital gap: 8.49 eV.


Computed, not measured: a 10-piece molecular cluster, C26H56N3O7S6 overall in a non-equilibrium geometry, with the ωB97M-V functional and the def2-TZVPD basis.

Last column: Löwdin charge in e.
Element x y z (Å)
C (31.236, 10.401, -10.649)  -0.1090
C (30.124, 11.322, -11.129)  -0.4601
O (29.916, 12.387, -10.258)  -0.3647
H (30.924, 9.958, -9.706)  0.0334
H (32.245, 10.803, -10.540)  0.0663
H (31.296, 9.603, -11.410)  0.0446
H (29.253, 10.671, -11.325)  0.0704
H (30.428, 11.713, -12.121)  0.0563
C (27.191, 8.400, -11.895)  -0.2193
S (28.094, 8.293, -13.504)  0.8066
O (29.518, 8.534, -13.127)  -0.5679
C (27.982, 6.503, -13.881)  -0.2549
H (26.135, 8.606, -12.035)  0.0514
H (27.735, 9.214, -11.414)  0.0277
H (27.435, 7.552, -11.254)  0.0213
H (28.395, 6.031, -12.980)  0.0329
H (28.800, 6.193, -14.542)  0.0459
H (27.085, 6.008, -14.240)  0.0507
C (36.456, 8.966, -14.456)  -0.2507
S (35.362, 8.870, -12.956)  0.8159
O (36.039, 9.681, -11.904)  -0.5677
C (33.989, 9.905, -13.604)  -0.2527
H (37.326, 8.346, -14.266)  0.0395
H (36.661, 10.005, -14.700)  0.0511
H (35.876, 8.524, -15.271)  0.0385
H (33.163, 9.881, -12.894)  0.0242
H (33.660, 9.494, -14.559)  0.0354
H (34.311, 10.939, -13.721)  0.0560
C (31.533, 15.117, -12.760)  -0.2557
S (33.007, 16.079, -12.232)  0.8129
O (32.731, 16.842, -10.965)  -0.5639
C (34.041, 14.662, -11.746)  -0.2658
H (31.188, 14.360, -12.051)  0.0426
H (31.690, 14.665, -13.737)  0.0404
H (30.763, 15.890, -12.787)  0.0357
H (33.460, 13.980, -11.122)  0.0497
H (34.915, 15.074, -11.248)  0.0286
H (34.394, 14.010, -12.549)  0.0471
C (30.532, 9.344, -16.351)  -0.2554
S (30.542, 11.161, -16.492)  0.7997
O (29.302, 11.600, -17.183)  -0.5597
C (30.408, 11.663, -14.723)  -0.2522
H (30.669, 8.945, -17.355)  0.0440
H (29.618, 9.002, -15.880)  0.0209
H (31.434, 9.047, -15.815)  0.0356
H (30.400, 12.751, -14.662)  0.0306
H (31.128, 11.278, -14.000)  0.0296
H (29.445, 11.357, -14.306)  0.0511
C (30.742, 6.138, -10.465)  -0.2561
S (29.537, 7.023, -9.432)  0.7857
O (28.531, 6.109, -8.843)  -0.5460
C (30.772, 7.539, -8.156)  -0.2512
H (31.435, 6.893, -10.847)  0.0462
H (30.353, 5.637, -11.347)  0.0377
H (31.330, 5.470, -9.833)  0.0491
H (30.262, 8.203, -7.463)  0.0366
H (31.728, 7.974, -8.435)  0.0455
H (30.969, 6.595, -7.638)  0.0518
C (36.204, 14.414, -8.411)  -0.2908
S (35.714, 13.469, -6.952)  0.8143
O (36.593, 12.246, -6.784)  -0.5594
C (34.076, 13.008, -7.557)  -0.2742
H (37.117, 14.937, -8.110)  0.0367
H (35.610, 15.260, -8.758)  0.0498
H (36.436, 13.743, -9.239)  0.0540
H (34.100, 12.205, -8.298)  0.0608
H (33.448, 13.873, -7.742)  0.0612
H (33.639, 12.409, -6.748)  0.0273
N (27.867, 12.819, -8.164)  0.0245
C (27.483, 11.806, -7.301)  -0.1488
C (26.859, 12.364, -6.218)  -0.1361
C (26.738, 13.731, -6.478)  -0.1437
C (27.394, 14.003, -7.644)  -0.1600
H (28.478, 12.614, -8.974)  0.0909
H (27.883, 10.827, -7.509)  0.1046
H (26.707, 11.883, -5.263)  0.0866
H (26.429, 14.552, -5.847)  0.0847
H (27.804, 14.935, -8.002)  0.0856
N (30.904, 11.714, -7.396)  0.0333
C (30.465, 12.504, -6.383)  -0.1469
C (30.858, 11.935, -5.198)  -0.1223
C (31.577, 10.786, -5.512)  -0.1376
C (31.500, 10.568, -6.877)  -0.1418
H (30.755, 12.016, -8.361)  0.0995
H (29.952, 13.402, -6.684)  0.1076
H (30.547, 12.184, -4.195)  0.0881
H (32.119, 10.135, -4.841)  0.0876
H (31.873, 9.885, -7.615)  0.0668
N (28.325, 15.360, -11.050)  0.0258
C (27.851, 16.568, -10.578)  -0.1335
C (27.373, 17.280, -11.640)  -0.1275
C (27.345, 16.403, -12.734)  -0.1377
C (28.012, 15.244, -12.389)  -0.1432
H (28.908, 14.688, -10.562)  0.1148
H (28.040, 16.688, -9.523)  0.0933
H (26.885, 18.241, -11.702)  0.0847
H (26.852, 16.505, -13.690)  0.0848
H (28.396, 14.411, -12.951)  0.1001

Its HOMO energy is -5.14 eV. The lowest unoccupied orbital energy is 1.740 eV. As for the net charge: -1. As for the spin multiplicity: 1. The molecular weight comes out at 715.15 g/mol. As for the orbital gap: 6.88 eV.